A 2-piece molecular cluster, C9H18N2OP overall at a distorted geometry, computed with ωB97M-V/def2-TZVPD.

ORCA input file:
```
! wB97M-V def2-TZVPD RIJCOSX def2/J DEFGRID3
* xyz 1 1
C 3.7311 -0.0044 -1.5907
C 3.6878 1.2227 -0.8445
C 2.8420 -0.8851 -1.0391
C 2.6813 1.0991 0.0343
C -0.1340 -2.1463 1.8948
C -3.8531 -0.1554 0.3182
C -0.7802 2.0032 -1.3679
C 0.9727 -1.9912 0.9640
C -3.0550 0.6938 -0.7282
N 2.1859 -0.2309 -0.0714
N 1.2366 -0.5874 0.7689
O -1.5204 1.4569 1.3551
P -1.2759 0.7427 -0.1795
H 4.4119 -0.2786 -2.4138
H 4.4057 2.0435 -1.1844
H 2.6762 -1.9117 -1.2834
H 2.2960 1.6859 0.8368
H 0.0117 -1.6381 2.8206
H -1.1091 -1.9422 1.4218
H -0.3761 -3.2209 2.1872
H -3.6844 0.2743 1.3299
H -4.9169 0.1366 0.2209
H -3.5799 -1.2063 0.2021
H 0.3323 2.0486 -1.3022
H -1.1837 2.9396 -1.0898
H -1.0109 1.7428 -2.3148
H 1.8851 -2.3686 1.4400
H 0.6812 -2.6892 0.1053
H -3.4881 1.7136 -0.8280
H -3.0029 0.3678 -1.7813
H -1.0667 1.0854 2.1188
*
```

Here are the natural (NBO) charges for atoms 1 to 6, given in e:
1 C -0.13
2 C -0.23
3 C -0.12
4 C -0.03
5 C -0.63
6 C -0.64


CBr2O as an isolated structure at a distorted geometry, computed with ωB97M-V/def2-TZVPD.

ORCA input file:
```
! wB97M-V def2-TZVPD RIJCOSX def2/J DEFGRID3
* xyz 0 1
C -0.3334 -0.4174 -0.1287
O 0.8340 1.0203 0.1643
Br 0.4301 -2.0232 0.0180
Br -2.0605 0.0012 0.0175
*
```

Table of natural (NBO) atomic charges, one value per atom, all in e:
1 C -0.08
2 O -0.56
3 Br 0.32
4 Br 0.32


CH4N2S in the gas phase at a distorted geometry, computed with ωB97M-V/def2-TZVPD.

ORCA input file:
```
! wB97M-V def2-TZVPD RIJCOSX def2/J DEFGRID3
* xyz 0 1
N 0.5470 0.4563 0.4674
N -0.6879 -0.1151 0.3853
C -1.0840 -1.0240 -0.4739
S -2.5109 -1.7814 -0.1661
H 0.5544 1.3829 0.5653
H 0.9775 0.2798 -0.4637
H -1.0974 0.1777 1.2549
H -0.5030 -1.2032 -1.4277
*
```

Here are the natural (NBO) charges for atoms 1 to 6, given in e:
1 N -0.62
2 N -0.38
3 C -0.11
4 S -0.20
5 H 0.35
6 H 0.34


C6H7N3O4S in the gas phase at a distorted geometry, computed with ωB97M-V/def2-TZVPD.

ORCA input file:
```
! wB97M-V def2-TZVPD RIJCOSX def2/J DEFGRID3
* xyz 0 1
C -3.0725 -1.5091 1.0012
C -1.9373 -0.8648 1.1052
C -1.8530 0.5105 0.6412
N -0.6941 1.1076 0.5211
O -0.4112 2.2749 0.1530
O 0.4859 0.2982 0.7967
S 0.9506 -0.4794 -0.5483
O 1.4131 -1.7452 -0.1031
O -0.1303 -0.4453 -1.5198
N 2.2834 0.4683 -1.0372
C 2.3354 1.8194 -1.3394
C 3.6600 2.0619 -1.6058
N 4.3918 0.9356 -1.3820
C 3.5749 0.0628 -0.9440
H -2.9318 -2.5215 1.3350
H -3.8751 -0.9634 0.6263
H -1.1460 -1.4127 1.5097
H -2.5645 1.2162 0.3215
H 1.5126 2.4357 -1.2914
H 4.0629 2.9497 -1.8903
H 3.9035 -0.8450 -0.6219
*
```

Here are the natural (NBO) charges for atoms 1 to 6, given in e:
1 C -0.33
2 C -0.26
3 C 0.00
4 N 0.34
5 O -0.47
6 O -0.57


Asked for relative energy (zero: lowest compared OMol25 entry of this formula, charge and spin) across the records above, the calculation gives 238.2; 586.1; 222.2; 89.3 kJ/mol in order.
Asked for DFT total energy across the records above, the calculation gives -879.4568; -5261.1450; -548.1272; -1096.0452 a.u. in order.